# C24H33LiN4O3S

A structure of composition C24H33LiN4O3S (ωB97M-V with the def2-TZVPD basis set, the Open Molecules 2025 dataset).

E_LUMO (eV): 0.00
E_HOMO (Eh): -0.177

XYZ file:
```
66
Properties=species:S:1:pos:R:3:forces:R:3:mulliken_charge:R:1
C 9.12232 15.93490 5.16938 0.1587 -0.1654 -1.0998 -0.835
C 14.53789 11.62921 7.09433 -1.2324 -0.4650 0.9306 -1.136
O 8.32069 13.68360 4.80486 -0.2133 1.9344 0.7302 -0.775
H 14.58628 13.65461 4.20765 -0.3909 -0.2670 -0.4548 0.362
C 6.71349 10.43160 6.88553 -0.5597 -1.4923 -0.8135 -0.582
H 5.08174 14.30464 4.52058 -0.1844 -0.1261 0.3818 0.350
C 6.26541 16.62546 5.56224 -0.0054 -0.6194 0.6724 -1.000
H 8.97987 16.61905 4.29579 0.0570 -0.3647 0.4889 0.320
O 12.36634 13.59794 5.01021 0.6027 2.4200 0.0231 -0.634
C 12.64909 14.79048 5.28323 -0.1156 -1.2867 -0.0726 0.571
H 6.11011 11.03284 7.55664 0.0089 -0.1450 0.0711 0.431
H 14.70056 7.40276 3.82698 -0.1851 -0.1256 0.3484 0.359
N 13.92541 15.27227 5.34951 -0.4585 0.1878 0.0982 0.280
C 8.21666 8.97559 5.03658 -0.0767 -0.1839 -0.4138 0.038
H 5.12908 8.96484 6.48113 0.6978 0.0942 -0.1105 0.308
C 15.00488 14.44648 4.79337 -0.4117 0.0427 1.0561 -1.112
C 12.24289 12.30290 7.87175 -1.0181 -1.6602 0.1193 0.540
O 10.35445 15.23926 5.02857 -0.0564 -0.0302 0.4485 -0.155
C 11.91637 8.98652 4.91625 0.0825 0.7288 0.1919 0.642
H 14.41617 17.32681 5.02853 -0.1205 -0.0146 0.0254 0.340
C 8.78403 10.11967 5.61531 0.3532 -0.4969 0.9647 -0.043
C 5.69392 14.22902 5.42734 1.0266 -0.8444 -0.5323 -1.021
N 6.74415 15.24793 5.35694 -0.1687 0.3397 0.4661 0.207
H 14.18254 11.19783 6.14851 0.1101 0.2113 0.0829 0.320
H 5.19202 16.50696 5.79987 0.5651 0.4166 -0.3392 0.383
H 6.72139 17.09721 6.44036 0.0777 -0.0622 -0.1452 0.327
H 10.43068 8.22210 6.29356 1.0122 -0.4423 -0.7386 0.297
H 13.59014 17.05533 6.57541 -0.0699 -0.3458 0.0132 0.348
C 8.01975 14.85686 5.11826 0.0494 -0.9877 -0.5199 0.698
N 11.89685 10.98554 8.02372 0.8720 0.1725 -0.3172 -0.379
H 11.89812 11.11653 4.35853 -0.1210 -0.6108 0.3122 -0.116
N 13.54281 12.56717 7.66152 0.1296 0.5492 -0.4175 -0.237
C 11.54602 15.80812 5.56084 -0.7183 -0.1591 0.2278 -1.231
H 15.26653 16.53405 6.32225 0.2190 -0.0297 0.3640 0.392
C 13.14150 6.49545 5.06313 0.6465 -0.1048 0.3433 -0.459
H 11.45866 5.86963 6.34993 0.6572 0.9987 -0.7145 0.322
C 7.99194 10.80494 6.57246 0.6834 0.8497 0.0645 -0.251
H 13.64835 13.56452 7.52847 0.4135 -0.2405 -0.1513 0.254
H 9.08106 16.55067 6.05517 0.0032 0.0132 0.5459 0.446
H 13.55462 9.61925 3.71516 0.3719 0.3996 -0.4096 0.499
C 14.29468 16.63038 5.86453 -0.1917 -0.8572 -1.1211 -1.078
H 15.48056 12.14154 6.96964 0.1196 0.0509 0.0098 0.408
H 13.65541 5.51890 5.18388 -0.3653 0.7617 -0.3753 0.300
H 11.48212 16.04391 6.64557 -0.1078 -0.4470 -0.4745 0.437
H 11.74033 16.73212 5.04836 0.3122 0.5882 -0.4311 0.635
Li 10.26820 13.16480 5.06432 -0.0705 -0.8113 0.2431 0.841
H 14.65702 10.80168 7.82318 0.2252 0.3961 -0.4466 0.400
H 15.66918 15.04492 4.19743 0.2985 0.3302 -0.2114 0.446
H 8.46061 11.71999 6.97610 -0.4661 -0.4606 -0.0464 0.231
H 10.91103 10.76305 8.07920 0.1768 0.2273 -0.2063 0.249
H 15.54619 13.95116 5.59702 0.3209 0.1565 0.0723 0.223
H 12.50631 10.19826 7.71146 -0.7615 1.2348 0.3058 0.199
C 11.93810 6.69835 5.75553 -0.0952 -0.0909 0.2295 -0.617
C 6.93420 8.54618 5.34968 -0.0811 -0.1598 0.0267 -0.651
C 11.26419 10.32653 4.82807 0.0747 -0.7184 0.4518 -0.636
H 5.10608 14.25272 6.35740 0.2308 0.3697 -0.3722 0.395
S 11.05032 13.53830 7.97473 0.7222 -0.5600 0.2860 -0.376
H 6.55146 7.61198 4.90977 0.1176 0.5788 0.1288 0.342
C 13.76583 7.56216 4.37179 -0.2784 -0.6055 -0.2627 -0.587
H 6.26224 13.28947 5.40030 -0.6178 -0.0353 -0.0398 0.244
C 10.06466 10.65144 5.30290 -0.1921 2.2982 -1.4327 -0.185
H 8.79126 8.42186 4.30827 0.1256 -0.0880 -0.0418 0.482
H 6.41183 17.26353 4.69574 -0.0805 0.0066 -0.1644 0.309
C 11.35920 7.96763 5.71278 -0.6391 0.1401 0.2486 -0.130
C 13.14450 8.80321 4.26400 -0.7944 -1.4251 1.0158 -0.510
C 6.17083 9.25735 6.25865 -0.6745 1.0319 0.8878 -0.437
```
Positions in Å, forces in eV/Å.

---

# C24H33N8O2PdS2Si

A structure of composition C24H33N8O2PdS2Si (ωB97M-V with the def2-TZVPD basis set, the Open Molecules 2025 dataset).

Total charge: +3
E_LUMO (alpha / beta) (eV): -8.82 / -11.83
2S+1: 5
E_HOMO (alpha / beta) (Eh): -0.589 / -0.602

XYZ file:
```
71
Properties=species:S:1:pos:R:3:forces:R:3:mulliken_charge:R:1
H -7.42007 -1.26098 -1.89424 0.0147 -0.0037 0.0082 0.172
C -2.64633 0.91712 0.29416 -0.0090 0.0198 -0.0528 0.538
H -2.56531 1.90239 0.75979 0.0093 -0.0117 0.1050 0.315
C 6.40646 0.49549 2.31779 -0.0278 0.2034 0.0333 -0.998
H -5.37757 -1.65035 -2.04702 -0.0117 0.0141 -0.0499 0.468
H -0.53827 -4.51797 -4.29844 0.0011 0.0548 0.0357 0.380
H -1.26602 -4.54973 3.89312 -0.0130 -0.0610 -0.0183 0.482
N 2.14655 0.01231 -0.89274 0.1334 -0.1674 -0.1865 -0.027
Pd -0.00160 -0.71764 -0.41987 -0.5218 0.6077 0.5152 -0.108
C -0.95785 -3.54083 2.05859 0.0200 -0.0280 -0.2047 -0.380
C -4.11247 0.51688 0.40707 -0.0370 -0.0285 0.1901 -1.331
H 2.23391 0.98982 -2.68518 0.0345 -0.0183 -0.0178 0.453
C 4.20392 0.80301 -1.76568 -0.0580 0.0542 -0.0150 -1.049
H -2.18075 -0.76602 1.45108 -0.1746 0.1199 0.1190 0.211
N -7.66825 -0.40351 -2.35124 0.0136 0.0285 -0.0192 -0.346
H 5.10553 -1.97826 4.01113 0.0110 0.0109 -0.0166 0.362
N -1.00847 -4.84728 -1.29036 0.0380 0.0684 0.1796 0.017
H -3.87582 -0.77631 -2.26446 -0.0048 -0.0002 0.0057 0.200
C 4.88091 0.32373 -0.66824 0.0397 -0.0032 0.0248 -0.470
H 0.14237 -0.05684 -4.12042 0.0143 -0.0488 -0.0054 0.498
C 2.80846 0.61728 -1.84574 0.0577 0.0990 0.0809 -0.135
C 4.39286 -1.64098 3.25445 -0.1948 0.0323 0.0660 -1.003
H 5.95563 0.45518 -0.61643 -0.0254 0.0053 -0.0126 0.356
C -0.40614 -3.48527 -4.00604 -0.0064 -0.0134 0.0402 -0.418
H 7.08559 -2.64490 1.71952 0.0047 -0.0160 -0.0673 0.361
H 6.91954 -1.85632 0.14872 0.0148 -0.0677 0.0264 0.365
H 4.72403 1.32316 -2.55901 -0.0227 -0.0318 -0.0140 0.412
H 6.99795 0.86686 1.47873 0.0357 0.0193 0.0640 0.348
C -1.15411 -5.03066 0.07082 0.0371 0.2456 -0.0085 0.763
C -2.14551 1.17565 -1.13059 0.1389 0.0752 -0.0820 0.331
C -0.92096 -3.72621 0.64289 -0.0114 -0.1645 0.1609 0.190
H 5.83149 1.32947 2.72721 0.0369 -0.0412 -0.0113 0.355
C 4.21291 -0.31357 0.39488 -0.1330 0.1062 -0.0496 0.223
N -5.51185 0.44074 -2.18513 0.2391 0.0723 -0.0497 0.034
S 1.71968 -1.07089 1.34617 0.0065 -0.1268 0.0734 -0.213
C -6.78734 0.58806 -2.50579 -0.1128 0.0119 0.0495 0.830
O -2.93079 1.55554 -1.99467 -0.0477 -0.1236 0.0780 -0.754
H -4.36912 0.50092 1.46920 0.0098 0.0263 0.0021 0.447
H -1.60430 -7.11299 0.40662 0.0093 0.0181 0.0517 0.487
C -0.01856 -1.10568 -3.90323 -0.1012 0.1714 -0.0293 -0.426
C -4.82629 -0.76346 -1.73246 0.0051 -0.0174 0.0554 -1.262
H 7.10396 0.16128 3.08994 0.0146 0.0366 -0.0224 0.360
H 3.79394 -2.50456 2.95838 0.0259 -0.0003 0.0473 0.279
N -1.70686 0.00413 0.99673 0.2386 -0.3016 -0.2904 -0.605
S -0.06884 -2.30000 -5.15009 0.0048 0.0805 -0.1063 -0.026
H -6.56219 2.51085 -3.15904 0.0053 -0.0186 -0.0247 0.196
N -0.66269 -2.84833 -0.32367 0.2134 -0.4268 -0.3412 0.877
H -8.63603 -0.27776 -2.59595 0.0065 0.0004 -0.0150 0.207
C 2.81870 -0.42541 0.21345 0.0035 0.1174 -0.0425 1.188
H -5.55295 -1.03664 0.26904 0.0219 -0.0495 0.0273 0.374
H -0.75398 -2.57568 2.50050 -0.0064 0.0274 -0.0323 0.411
Si 5.34831 -0.93854 1.82992 -0.0099 -0.1645 -0.0671 0.169
C -1.47087 -5.91813 2.21357 0.0295 0.1096 -0.0327 -0.411
C -1.43179 -6.13285 0.83224 -0.0405 -0.0909 0.2296 -1.082
N -0.22988 -1.55617 -2.71299 -0.0339 -0.3084 -0.0767 0.595
H -4.68733 1.33761 -0.01966 -0.0326 0.0390 0.0742 0.487
C -4.60295 -0.79636 -0.21332 0.0353 0.0803 -0.1015 0.050
C -0.45938 -2.91735 -2.74860 0.0539 0.0621 0.0228 -0.242
H -4.87802 1.23312 -2.28233 0.0403 -0.0256 -0.0251 0.318
H -1.16215 0.50574 1.68663 -0.1225 -0.0156 0.1356 0.279
C -1.23230 -4.63228 2.81490 -0.0512 -0.2609 -0.0590 -0.859
H -1.68054 -6.75970 2.86292 0.0036 0.0396 -0.0017 0.455
H -8.17208 1.91426 -3.22812 -0.0033 -0.0007 0.0264 0.198
H 5.75038 -3.09224 0.65094 0.0501 0.0307 0.0094 0.327
C 6.36136 -2.25543 0.99879 0.0196 -0.0711 -0.0378 -1.020
O -0.87770 1.04525 -1.28205 0.1603 -0.0454 -0.4635 -0.575
C -0.70836 -3.55024 -1.50081 -0.0327 0.0856 0.1172 -0.051
H 3.73673 -0.90615 3.72661 0.0291 -0.0427 0.0073 0.342
H -1.07972 -5.56821 -1.99328 -0.0150 0.0089 -0.0172 0.289
N -7.20698 1.75640 -2.99237 0.0169 -0.0066 -0.0031 -0.373
H -3.92550 -1.63142 0.00707 -0.0371 0.0199 0.0080 0.168
```
Positions in Å, forces in eV/Å.

---

Molar mass? In order: 464.56 664.22 g/mol.
DFT total energy? In order: -48565.65272 -74444.11356 eV.